# 1
Here is a structure of composition C29H28N13O2Tl from OMol25. Energies are from wB97M-V/def2-TZVPD.

Values from the calculation:
HOMO = -2.4 eV
Net charge = -2
Energy above the lowest of the compared OMol25 structures with the same formula, charge and spin = 0.00 kcal per mole

Geometry as XYZ:
```
73
Properties=species:S:1:pos:R:3:forces:R:3
Tl -0.460 0.415 0.077 -0.041 -0.042 -0.012
C 3.075 0.059 -2.881 0.044 -0.052 -0.150
C 1.829 0.074 -3.760 -0.016 -0.027 -0.008
C 0.725 -0.804 -3.214 0.028 0.103 0.052
C -0.609 -0.436 -3.376 0.052 0.050 -0.049
C -1.593 -1.190 -2.765 -0.050 -0.056 0.036
C -1.218 -2.294 -2.013 -0.057 0.048 -0.045
C 0.128 -2.613 -1.957 0.059 -0.104 0.000
N 1.088 -1.902 -2.548 -0.102 -0.024 0.074
N 2.895 0.614 -1.552 0.037 -0.197 0.112
C 2.919 2.066 -1.522 -0.005 0.198 -0.006
C 2.141 2.629 -0.350 0.075 -0.061 0.129
C 1.031 3.422 -0.598 0.077 -0.063 -0.055
C 0.198 3.763 0.454 -0.109 0.089 -0.067
C 0.526 3.332 1.723 0.084 -0.059 0.150
C 1.700 2.606 1.889 0.045 -0.038 -0.025
N 2.504 2.257 0.889 -0.131 0.268 -0.133
C 3.839 0.012 -0.619 0.033 0.028 -0.020
C 3.344 -1.308 -0.084 -0.063 0.013 0.051
C 3.956 -2.515 -0.389 0.004 -0.032 -0.028
C 3.438 -3.684 0.151 -0.001 -0.011 0.004
C 2.334 -3.605 0.981 -0.034 -0.003 0.033
C 1.785 -2.352 1.234 0.016 0.045 -0.065
N 2.282 -1.234 0.720 0.019 0.020 0.002
H 3.906 0.570 -3.407 -0.019 -0.011 -0.005
H 3.367 -0.983 -2.750 0.008 -0.014 -0.050
H 2.128 -0.288 -4.751 -0.034 -0.004 -0.022
H 1.428 1.080 -3.902 0.027 0.038 0.046
H -0.860 0.453 -3.939 0.018 0.013 -0.005
H -2.629 -0.878 -2.827 -0.002 0.004 -0.010
H -1.936 -2.864 -1.441 0.007 -0.011 0.010
H 0.456 -3.474 -1.381 0.023 0.014 -0.010
H 2.433 2.433 -2.428 0.032 -0.024 -0.007
H 3.958 2.446 -1.526 0.013 0.008 0.030
H 0.768 3.672 -1.615 -0.016 0.014 -0.026
H -0.731 4.285 0.265 0.007 0.017 -0.006
H -0.130 3.509 2.565 0.001 -0.002 0.006
H 1.985 2.255 2.874 0.008 -0.025 0.021
H 3.952 0.680 0.232 -0.015 0.014 0.010
H 4.830 -0.124 -1.093 -0.008 0.018 0.009
H 4.808 -2.536 -1.058 0.004 0.002 0.003
H 3.885 -4.643 -0.082 0.014 0.001 -0.006
H 1.887 -4.489 1.418 -0.001 -0.007 -0.005
H 0.898 -2.229 1.844 -0.011 -0.043 0.036
N -3.556 2.043 -2.063 -0.010 -0.014 -0.037
C -2.433 2.374 -2.831 0.094 0.004 -0.020
N -2.486 2.476 -4.156 -0.003 0.005 -0.012
N -1.224 2.786 -4.506 0.039 -0.023 0.016
N -0.477 2.849 -3.443 -0.008 0.043 -0.100
N -1.218 2.591 -2.347 -0.087 -0.071 0.031
C -3.584 2.350 -0.696 -0.120 0.058 0.045
N -4.499 3.155 -0.167 0.028 0.034 0.010
N -4.231 3.143 1.148 -0.033 -0.081 0.006
N -3.211 2.371 1.380 0.039 0.092 0.023
N -2.777 1.840 0.225 0.067 -0.082 0.057
H -4.402 2.364 -2.510 0.020 -0.021 -0.012
C -2.020 1.070 4.284 0.036 0.047 -0.104
C -1.339 -0.035 3.511 -0.019 -0.097 0.074
O -0.312 0.228 2.901 0.003 0.062 -0.007
C -1.946 -1.381 3.476 -0.034 -0.011 -0.041
C -2.560 -1.886 4.625 -0.007 -0.013 0.016
C -3.054 -3.174 4.706 -0.012 -0.001 0.036
C -2.951 -3.990 3.573 0.012 -0.019 -0.055
C -2.384 -3.525 2.414 0.003 0.022 0.002
C -1.864 -2.192 2.283 0.026 0.026 0.026
O -1.397 -1.794 1.174 -0.038 -0.030 -0.016
H -1.265 1.755 4.671 -0.005 -0.004 0.025
H -2.688 0.738 5.075 0.008 -0.029 -0.008
H -2.609 1.609 3.530 -0.012 0.026 0.026
H -2.622 -1.252 5.502 0.008 -0.004 -0.004
H -3.507 -3.538 5.620 0.002 -0.001 -0.002
H -3.330 -5.008 3.605 -0.005 0.003 0.016
H -2.317 -4.151 1.530 -0.009 -0.013 0.010
```
Forces are in eV/Å.

Results of the Löwdin charge analysis, in e, for atoms 1 through 2: number 1, Tl, carries 0.9291; number 2, C, carries -0.2143

# 2
Here is the molecule C20H29ClN4O from OMol25. Energies are from wB97M-V/def2-TZVPD.

Values from the calculation:
SMILES string = CC(C)CN1CCN(Cc2cccn2-c2ccc(Cl)cn2)C[C@H]1CCO
HOMO = -8.1 eV
Net charge = 0

Geometry as XYZ:
```
55
Properties=species:S:1:pos:R:3:forces:R:3
C -1.516 4.050 3.489 0.316 -0.061 -0.014
C -0.176 4.069 2.760 -0.181 0.074 -0.309
C 0.018 5.402 2.041 0.099 -0.233 0.197
C -0.084 2.910 1.754 0.192 0.309 0.250
N 0.118 1.637 2.436 -0.157 0.101 0.040
C 1.525 1.321 2.643 0.353 -0.103 -0.123
C 2.210 0.747 1.398 -0.148 0.185 0.214
N 1.477 -0.422 0.956 0.066 -0.012 0.098
C 2.158 -1.197 -0.075 -0.118 -0.117 0.204
C 2.349 -0.468 -1.368 0.276 -0.057 0.354
C 3.341 0.419 -1.691 -0.075 -0.235 -0.038
C 3.042 0.972 -2.957 -0.143 0.071 -0.053
C 1.862 0.427 -3.359 0.087 0.271 -0.328
N 1.428 -0.455 -2.398 0.464 0.301 -0.037
C 0.270 -1.210 -2.517 -0.928 -0.540 -0.157
C -0.842 -0.706 -3.202 0.213 -0.061 0.153
C -1.966 -1.498 -3.318 0.111 -0.273 0.123
C -1.950 -2.765 -2.744 0.160 0.239 -0.017
Cl -3.328 -3.797 -2.857 -0.076 -0.097 0.011
C -0.808 -3.178 -2.073 -0.481 -0.077 -0.118
N 0.265 -2.422 -1.971 0.493 0.372 -0.205
C 0.123 -0.047 0.607 -0.245 0.180 0.143
C -0.596 0.504 1.852 -0.148 -0.582 -0.238
C -0.810 -0.616 2.880 -0.160 0.443 0.198
C -1.562 -0.129 4.120 -0.139 -0.282 -0.294
O -0.810 0.750 4.913 0.329 0.271 0.383
H -1.675 3.097 3.985 -0.114 -0.111 0.103
H -2.330 4.217 2.787 -0.124 0.032 -0.097
H -1.549 4.835 4.242 -0.068 0.067 0.101
H 0.624 3.949 3.498 0.037 -0.036 -0.029
H -0.747 5.536 1.278 -0.100 0.054 -0.115
H 0.993 5.448 1.562 0.093 0.053 -0.089
H -0.055 6.227 2.746 -0.023 0.136 0.021
H -1.016 2.872 1.186 0.007 -0.014 -0.045
H 0.725 3.118 1.040 -0.065 -0.025 -0.048
H 1.596 0.587 3.448 0.082 0.058 0.021
H 2.041 2.228 2.963 -0.001 -0.016 0.056
H 2.269 1.517 0.607 0.052 -0.069 0.042
H 3.228 0.447 1.654 0.043 0.048 -0.007
H 3.139 -1.466 0.324 -0.031 -0.024 -0.093
H 1.580 -2.108 -0.237 0.273 0.109 0.093
H 4.202 0.641 -1.091 0.131 -0.015 0.189
H 3.633 1.684 -3.497 0.057 0.110 -0.167
H 1.325 0.558 -4.277 -0.115 -0.023 -0.140
H -0.831 0.290 -3.616 0.008 0.088 0.001
H -2.844 -1.144 -3.835 -0.074 0.015 -0.037
H -0.748 -4.150 -1.605 -0.140 -0.130 -0.002
H 0.099 0.722 -0.190 0.022 -0.065 -0.021
H -0.406 -0.931 0.245 -0.040 0.023 -0.021
H -1.586 0.866 1.547 0.093 -0.006 0.032
H -1.394 -1.406 2.405 0.002 -0.090 -0.054
H 0.151 -1.038 3.172 -0.003 -0.113 0.018
H -2.502 0.354 3.804 0.000 -0.107 0.016
H -1.815 -0.978 4.761 -0.073 0.048 -0.104
H -0.419 1.398 4.300 -0.085 -0.085 -0.065
```
Forces are in eV/Å.

Results of the natural (NBO) charge analysis, in e, for atoms 1 through 2: number 1, C, carries -0.6086; number 2, C, carries -0.2206

# 3
Here is a structure of composition C12H16FN from OMol25. Energies are from wB97M-V/def2-TZVPD.

Values from the calculation:
HOMO = -7.3 eV
Net charge = 0
Energy above the lowest of the compared OMol25 structures with the same formula, charge and spin = 85.97 kcal per mole

Geometry as XYZ:
```
30
Properties=species:S:1:pos:R:3:forces:R:3
C -3.887 0.897 -0.294 -1.962 1.012 -0.241
C -2.901 0.655 -1.229 0.163 0.317 -0.191
C -3.638 0.754 1.097 0.134 -0.336 -3.484
C -1.610 0.402 -0.805 -1.025 -0.106 0.433
C -2.433 0.294 1.481 1.027 0.852 -3.747
C -1.365 0.238 0.545 0.451 -0.113 0.724
C -0.022 0.070 1.071 0.926 -3.620 -4.975
C 0.870 -1.555 0.501 -2.846 1.801 0.248
C 0.132 -2.576 -0.390 1.764 -1.106 3.130
C 1.963 1.766 -0.330 3.818 1.824 -3.406
C 3.486 -0.290 -0.689 -0.291 4.279 0.379
C 2.357 0.364 0.143 -0.123 3.331 0.798
N 1.055 -0.250 0.085 0.124 -1.389 0.878
F 1.601 -2.080 1.531 0.022 0.215 -0.535
H -4.871 1.325 -0.667 1.202 -0.798 0.675
H -2.973 0.759 -2.320 -0.763 0.109 0.572
H -4.341 0.999 1.805 -1.776 0.406 1.389
H -0.906 0.404 -1.593 1.240 -0.255 -0.127
H -2.284 0.209 2.461 1.077 -0.601 3.928
H 0.133 0.137 2.066 1.074 0.236 3.087
H -0.074 -2.121 -1.343 0.075 -0.233 -0.339
H -0.815 -2.835 0.176 0.991 -0.106 -0.976
H 0.908 -3.485 -0.353 -2.072 1.636 -0.688
H 1.676 1.651 -1.435 -0.207 0.487 1.617
H 1.279 2.257 0.292 -1.550 0.275 0.618
H 2.844 2.603 -0.383 -1.503 -2.278 0.256
H 3.636 0.256 -1.665 -0.290 -0.669 0.995
H 3.181 -1.231 -0.839 -0.555 -3.827 -0.848
H 4.398 -0.229 -0.117 0.326 -0.220 0.027
H 2.601 0.614 1.198 0.548 -1.121 -0.199
```
Forces are in eV/Å.

Results of the natural (NBO) charge analysis, in e, for atoms 1 through 2: number 1, C, carries -0.2293; number 2, C, carries -0.2041

# 4
Here is a cluster of 3 separate species, H6O3 in total from OMol25. Energies are from wB97M-V/def2-TZVPD.

Values from the calculation:
Spin multiplicity = 2
HOMO (alpha / beta) = -16.4 / -16.4 eV
Net charge = +1
Energy above the lowest of the compared OMol25 structures with the same formula, charge and spin = 8.25 kcal per mole

Geometry as XYZ:
```
9
Properties=species:S:1:pos:R:3:forces:R:3
O -2.406 0.688 1.215 -1.343 -0.479 1.086
H -1.673 1.095 1.678 0.928 0.894 0.938
H -2.036 0.410 0.377 0.837 -0.623 -2.403
O -0.665 -0.429 -0.634 -1.966 0.123 0.431
H -0.534 0.178 -1.362 0.056 0.415 -0.609
H 0.213 -0.577 -0.284 1.657 -0.347 0.577
O 2.063 -0.679 -0.228 -0.651 0.030 0.028
H 2.403 -0.521 -1.108 0.255 -0.107 -0.368
H 2.633 -0.165 0.345 0.227 0.095 0.318
```
Forces are in eV/Å.

Results of the natural (NBO) charge analysis, in e, for atoms 1 through 2: number 1, O, carries -0.2742; number 2, H, carries 0.5053

# 5
Here is a cluster of 3 separate species, C3H3N3O in total from OMol25. Energies are from wB97M-V/def2-TZVPD.

Values from the calculation:
HOMO = -8.5 eV
Net charge = 0
Energy above the lowest of the compared OMol25 structures with the same formula, charge and spin = 126.62 kcal per mole

Geometry as XYZ:
```
10
Properties=species:S:1:pos:R:3:forces:R:3
N -1.997 -0.624 1.222 0.421 0.276 -0.146
C -0.967 -0.023 0.905 -0.020 -0.051 -0.040
N 0.399 0.757 -1.423 -0.551 1.057 -0.960
N -0.042 1.588 -2.053 0.523 -1.011 0.824
O 1.965 -1.916 0.429 -0.487 0.877 -0.699
C 1.521 -1.111 -0.252 0.505 -0.915 0.661
C 0.185 0.456 0.531 -0.423 -0.040 0.401
H -2.869 -0.168 0.960 0.062 -0.032 0.001
H 1.079 -0.154 -1.429 0.034 -0.058 0.021
H 0.725 1.196 1.111 -0.063 -0.104 -0.064
```
Forces are in eV/Å.

Results of the natural (NBO) charge analysis, in e, for atoms 1 through 2: number 1, N, carries -0.6656; number 2, C, carries 0.3767

# 6
Here is a structure of composition C30H30NOTb from OMol25. Energies are from wB97M-V/def2-TZVPD.

Values from the calculation:
Spin multiplicity = 7
HOMO (alpha / beta) = -7.7 / -7.8 eV
Net charge = 0

Geometry as XYZ:
```
63
Properties=species:S:1:pos:R:3:forces:R:3
C -2.608 0.220 -1.263 0.257 -0.696 0.104
C -1.574 -0.546 -1.886 -0.646 -0.685 0.395
C -1.130 -1.531 -0.948 -0.694 0.185 -0.036
H -1.211 -0.438 -2.905 -0.161 -0.032 0.296
C -1.847 -1.325 0.280 -0.341 -0.130 -0.809
C -2.773 -0.261 0.067 0.167 -0.239 -0.187
H -1.768 -1.949 1.172 -0.006 0.303 -0.263
C 1.006 2.885 -1.226 -0.059 -0.384 -0.426
C 0.623 1.914 -2.205 0.365 0.282 0.187
C 1.469 0.774 -2.053 0.219 0.382 0.753
H -0.141 2.044 -2.965 0.242 0.064 0.067
C 2.348 1.022 -0.942 -1.071 0.551 -0.341
C 2.070 2.358 -0.463 -0.210 -0.921 -0.149
H -0.460 -2.367 -1.160 -0.042 0.402 0.126
H -3.468 0.139 0.804 0.253 -0.111 -0.224
H -3.213 0.987 -1.744 0.325 -0.071 0.215
H 2.605 2.868 0.345 -0.403 -0.269 -0.240
H 1.477 -0.118 -2.682 -0.149 0.268 0.296
H 0.538 3.856 -1.086 0.184 -0.202 -0.079
Tb -0.362 0.772 -0.044 0.087 1.827 -1.383
C 2.961 -0.089 -0.092 -0.238 -0.166 0.088
C 4.093 0.398 0.817 0.175 0.019 -0.111
C 3.429 -1.269 -0.941 0.304 -0.099 -0.029
H 4.818 0.994 0.243 -0.225 -0.176 0.162
H 4.627 -0.467 1.233 -0.115 0.192 0.024
H 3.723 1.008 1.648 0.045 -0.011 -0.142
H 4.206 -0.923 -1.638 -0.194 -0.145 0.137
H 2.614 -1.722 -1.522 0.160 0.162 0.123
H 3.862 -2.052 -0.300 -0.132 0.236 -0.203
C 1.709 -0.476 0.764 0.454 0.030 0.999
C 1.712 -1.185 2.120 -1.375 2.161 0.011
H 1.021 -1.097 0.113 0.466 0.544 0.457
H 1.328 0.537 1.126 0.856 -1.331 -0.088
O 1.219 -0.524 3.037 1.217 -1.852 -0.738
N 2.137 -2.516 2.137 0.564 -0.862 0.642
C 1.067 -3.562 2.242 0.124 0.613 0.349
H 2.812 -2.612 2.897 -0.401 -0.137 -0.051
C 0.730 -4.227 0.923 0.157 -0.569 -0.305
C -0.503 -4.886 0.820 0.171 0.112 -0.174
H -1.204 -4.814 1.654 0.058 0.007 -0.276
C -0.820 -5.646 -0.306 0.229 -0.042 -0.089
H -1.797 -6.133 -0.377 0.394 0.141 0.044
C 0.120 -5.798 -1.336 0.157 0.309 0.099
H -0.105 -6.430 -2.202 0.062 0.331 0.358
C 1.355 -5.134 -1.250 -0.302 0.065 0.323
H 2.091 -5.235 -2.055 -0.298 0.018 0.340
C 1.658 -4.349 -0.123 -0.134 -0.230 -0.039
H 2.640 -3.872 -0.033 -0.511 -0.168 -0.041
H 0.140 -3.116 2.674 0.631 -0.360 -0.105
H 1.459 -4.316 2.956 -0.392 0.359 -0.417
C -1.218 2.392 1.344 -1.218 1.629 -0.149
C -1.953 3.345 1.027 1.348 -1.844 0.816
C -2.808 4.429 0.712 -0.635 0.731 -0.498
C -3.016 5.488 1.620 -0.142 0.080 -0.246
C -3.830 6.565 1.256 -0.076 -0.352 -0.409
C -4.453 6.584 -0.002 0.160 -0.126 0.186
C -4.262 5.526 -0.899 0.018 0.108 0.303
C -3.450 4.450 -0.550 0.060 0.230 0.360
H -2.542 5.461 2.609 -0.148 -0.027 -0.500
H -3.993 7.390 1.946 0.061 -0.193 -0.099
H -5.098 7.423 -0.274 0.234 -0.270 0.071
H -4.757 5.541 -1.868 0.110 -0.005 0.197
H -3.304 3.614 -1.243 0.005 0.361 0.319
```
Forces are in eV/Å.

Results of the Löwdin charge analysis, in e, for atoms 1 through 2: number 1, C, carries -0.1932; number 2, C, carries -0.2182